# 1
Entry from OMol25: a structure of composition C47H48FIrN6O5PS2 (ωB97M-V with the def2-TZVPD basis set).

Its LUMO energy (spin up / spin down) is 3.88 / 3.88 eV.

```
! RIJCOSX wB97M-V def2-TZVPD def2/J DEFGRID3
* xyz -2 2
Ir -1.0127 0.7226 0.0045
C -2.0101 4.6716 -5.5444
C -2.2468 3.6923 -4.4238
C -3.3902 3.7554 -3.6347
C -3.5210 2.9096 -2.5466
C -2.5693 1.9366 -2.2235
N -2.7132 1.1377 -1.1072
C -3.9144 0.5751 -0.8038
C -4.8434 0.1905 -1.7933
C -5.9834 -0.5226 -1.4973
C -6.2738 -0.9251 -0.1947
C -7.4548 -1.8070 0.1044
C -5.3897 -0.5342 0.7986
C -4.2728 0.2487 0.5214
N -3.5524 0.7525 1.6368
C -4.1036 1.0918 2.8259
C -3.0967 1.5382 3.6440
C -1.9382 1.4539 2.8662
N -2.2236 0.9843 1.6649
C -1.4286 1.8261 -3.0545
C -1.2815 2.7491 -4.0999
N -0.4576 0.8357 -2.8994
C 0.2259 0.3732 -4.0032
C 1.3268 -0.3660 -3.9143
C 1.7665 -0.7174 -2.5256
N 0.1975 0.5600 -1.6238
H -2.9541 5.0412 -5.9506
H -1.4476 4.2144 -6.3609
H -1.4379 5.5382 -5.2000
H -4.1640 4.4869 -3.8451
H -4.3926 2.9851 -1.9071
H -4.6191 0.4402 -2.8220
H -6.6460 -0.8130 -2.3078
H -8.2964 -1.5784 -0.5540
H -7.7931 -1.6829 1.1353
H -7.2131 -2.8655 -0.0351
H -5.5494 -0.8584 1.8204
H -5.1644 1.0095 2.9790
H -3.1840 1.8754 4.6618
H -0.9188 1.7170 3.0851
H -0.3556 2.7410 -4.6630
H -0.2477 0.5787 -4.9528
H 1.8118 -0.7503 -4.7992
H 2.2737 -1.6916 -2.4850
C 7.5119 0.1325 0.2647
C 6.6155 1.3180 0.6146
C 7.0131 2.0074 1.9156
C 6.8288 1.0654 3.0999
C 5.4629 0.4260 3.0697
C 4.9006 -0.0984 4.2247
C 3.6318 -0.6471 4.1881
F 3.1334 -1.1460 5.3483
C 2.8762 -0.6829 3.0423
C 3.4265 -0.1539 1.8727
C 2.5787 -0.1440 0.6503
O 1.4321 -0.5360 0.7350
C 3.2463 0.3073 -0.5577
C 4.5005 0.8243 -0.4425
N 5.2223 0.9085 0.7023
C 4.7206 0.3767 1.8818
C 2.7295 0.3486 -1.9638
O 3.2637 1.1066 -2.7519
O 0.5858 -0.8127 -1.7424
H 8.5571 0.4459 0.2023
H 7.2187 -0.2901 -0.6969
H 7.4301 -0.6556 1.0147
H 6.6617 2.0522 -0.1934
H 6.3840 2.8907 2.0382
H 8.0511 2.3427 1.8466
H 6.9543 1.6100 4.0384
H 7.6052 0.2919 3.0881
H 5.4388 -0.0704 5.1647
H 1.8686 -1.0815 3.0121
H 4.9756 1.2416 -1.3198
C -0.0426 2.2004 0.5893
C 1.1264 2.9034 0.4601
C 1.4518 3.7206 -0.6812
C 2.6358 4.4046 -0.7543
C 3.5913 4.3797 0.2788
C 3.2725 3.6315 1.4157
C 2.1059 2.9115 1.5162
H 0.7550 3.7434 -1.5112
H 2.8433 4.9720 -1.6577
H 4.5184 4.9368 0.2050
H 3.9611 3.6073 2.2584
H 1.8846 2.3688 2.4268
C -0.1894 -4.8381 -0.8040
C -0.0640 -4.6509 0.7010
C 1.0485 -3.6819 1.0608
O -1.3474 -4.3096 1.2506
P -1.8925 -2.8028 1.5398
S -1.1672 -2.0367 3.1834
S -1.7434 -1.7883 -0.1798
O -3.4330 -3.1941 1.8767
C -4.3216 -4.0812 1.1972
C -4.3030 -3.9727 -0.3170
C -4.1204 -5.5111 1.6814
H 0.7410 -5.2530 -1.2019
H -0.3837 -3.8783 -1.2842
H -1.0040 -5.5270 -1.0378
H 0.1525 -5.6204 1.1647
H 0.8822 -2.6979 0.6207
H 1.9888 -4.0824 0.6702
H 1.1321 -3.5641 2.1408
H -5.3053 -3.7435 1.5438
H -3.3426 -4.2833 -0.7289
H -4.4873 -2.9480 -0.6359
H -5.0857 -4.6242 -0.7196
H -3.1679 -5.9045 1.3303
H -4.9308 -6.1440 1.3079
H -4.1255 -5.5397 2.7718
*
```

# 2
Entry from OMol25: a structure of composition C27H21N4O7STi (ωB97M-V with the def2-TZVPD basis set).

Its LUMO energy is -5.19 eV.

```
! RIJCOSX wB97M-V def2-TZVPD def2/J DEFGRID3
* xyz 1 1
Ti 0.2048 -0.6445 0.0554
O -2.8795 1.7302 1.5668
C -1.9653 1.2178 0.9793
N -1.3042 0.0317 1.2685
C -1.7959 -0.8285 2.2458
O -2.8524 -0.7681 2.8153
C -0.8252 -1.9529 2.5061
C -0.9760 -2.8269 3.5596
C -0.0066 -3.8032 3.7478
C 1.0622 -3.8835 2.8673
C 1.1294 -2.9918 1.8132
N 0.1979 -2.0458 1.6427
C -1.4024 1.8392 -0.2736
C -1.8240 3.0682 -0.7324
C -1.2607 3.5631 -1.8992
C -0.3056 2.8091 -2.5678
C 0.0730 1.5880 -2.0445
N -0.4711 1.1159 -0.9113
H -1.8280 -2.7133 4.2151
H -0.0792 -4.4908 4.5795
H 1.8416 -4.6211 2.9914
H 1.9398 -3.0202 1.0957
H -2.5722 3.6044 -0.1656
H -1.5594 4.5291 -2.2839
H 0.1551 3.1624 -3.4790
H 0.8222 0.9684 -2.5196
O 5.0915 0.0232 4.4122
C 5.1280 0.9736 3.6134
O 5.9052 1.8993 3.3990
C 3.9192 0.8788 2.6952
C 2.6251 1.1544 3.1593
C 1.5398 0.8892 2.3686
N 1.6653 0.3506 1.1327
C 2.9227 0.1544 0.6577
C 4.0522 0.4160 1.3746
C 2.9355 -0.4428 -0.7111
O 3.8544 -0.5265 -1.4555
O 1.6779 -0.9095 -1.0071
H 2.4850 1.5405 4.1596
H 0.5297 1.0746 2.7089
H 5.0278 0.2427 0.9401
C -6.3087 1.6645 0.1093
C -5.2732 0.7742 -0.5059
C -4.7308 1.0491 -1.7568
C -3.7247 0.2551 -2.2898
C -3.2880 -0.8454 -1.5672
C -3.8331 -1.1571 -0.3215
C -4.8123 -0.3434 0.2024
S -1.9173 -1.7429 -2.2002
C -2.5377 -3.4122 -2.2697
O -0.9214 -1.8346 -1.0087
H -6.5829 2.4824 -0.5535
H -5.9297 2.0811 1.0442
H -7.2098 1.0983 0.3483
H -5.0844 1.9068 -2.3150
H -3.2830 0.4934 -3.2506
H -3.4686 -1.9999 0.2535
H -5.2024 -0.5518 1.1900
H -2.9171 -3.6981 -1.2914
H -1.7159 -4.0554 -2.5774
H -3.3314 -3.4306 -3.0158
*
```

# 3
Entry from OMol25: a structure of composition C26H45ClF3O3PSY in a non-equilibrium geometry (ωB97M-V with the def2-TZVPD basis set).

Its LUMO energy (spin up / spin down) is 2.39 / 2.41 eV.

```
! RIJCOSX wB97M-V def2-TZVPD def2/J DEFGRID3
* xyz -1 1
Y 1.7994 1.2219 1.2916
P 0.5182 -0.8520 -0.3047
Cl 1.9563 -0.4392 3.2083
C 3.3893 -0.4147 0.8058
H 4.1537 -0.1654 1.5790
H 3.9660 -0.5046 -0.1351
C -1.2692 -1.0333 0.2886
C 1.3152 -2.5724 -0.3298
C -1.3258 -1.4977 1.7523
H -1.6177 0.0163 0.2530
C -2.7572 -1.4132 2.3167
H -0.9707 -2.5392 1.8263
H -0.6445 -0.9078 2.3856
C -3.8104 -2.0939 1.4323
H -2.7732 -1.8617 3.3165
H -3.0193 -0.3524 2.4486
C -3.6755 -1.7551 -0.0560
H -3.7294 -3.1847 1.5587
H -4.8119 -1.8180 1.7786
C -2.2348 -1.8574 -0.5728
H -4.3182 -2.4180 -0.6453
H -4.0434 -0.7314 -0.2278
H -1.9396 -2.9166 -0.5624
H -2.2161 -1.5410 -1.6218
C 0.3139 -0.4245 -2.1241
C 0.3979 -3.8048 -0.4054
H 1.9191 -2.5814 -1.2555
C 1.2267 -5.0989 -0.4549
H -0.2712 -3.8442 0.4651
H -0.2324 -3.7876 -1.3068
C 2.2171 -5.1892 0.7070
H 0.5605 -5.9727 -0.4434
H 1.7655 -5.1419 -1.4099
C 3.0769 -3.9311 0.8395
H 1.6727 -5.3479 1.6428
H 2.8681 -6.0612 0.5614
C 2.2673 -2.6457 0.8502
H 3.6776 -3.9806 1.7546
H 3.7845 -3.8903 -0.0008
H 1.7317 -2.5069 1.7981
H 3.0958 -1.5727 0.9566
C -0.7387 0.6713 -2.3780
H 1.3058 0.0027 -2.3611
C -0.7510 1.1034 -3.8523
H -1.7413 0.3093 -2.1052
H -0.5530 1.5500 -1.7422
C -0.8737 -0.0723 -4.8320
H -1.5751 1.8068 -4.0265
H 0.1797 1.6465 -4.0654
C 0.0901 -1.2238 -4.5260
H -1.9037 -0.4531 -4.8188
H -0.6869 0.2836 -5.8531
C 0.0973 -1.6312 -3.0477
H -0.1612 -2.0981 -5.1356
H 1.1120 -0.9269 -4.8042
H -0.8573 -2.1242 -2.8100
H 0.8795 -2.3858 -2.9013
C -0.6375 3.4323 0.4641
C 0.5275 3.4909 1.0168
H -1.3635 2.6513 0.7112
C 1.7205 4.1788 0.3247
H 0.6740 3.5976 2.0909
C 1.1979 5.5740 -0.0442
H 2.5783 4.2500 1.0105
H 2.0444 3.6192 -0.5695
C -0.0740 5.5260 -0.9000
H 0.9654 6.0851 0.9080
H 1.9649 6.1792 -0.5254
C -1.1693 4.5252 -0.4207
H -0.4977 6.5358 -0.9469
H 0.1775 5.2338 -1.9242
H -1.9652 5.0927 0.1031
H -1.6703 4.0630 -1.2908
F -0.2935 4.9860 5.3056
C 0.4560 3.9856 4.8020
F 1.3069 4.5329 3.8796
F 1.2109 3.4654 5.7997
S -0.6272 2.6835 4.0147
O -1.1529 1.9177 5.1249
O -1.5622 3.4489 3.2115
O 0.3536 1.8995 3.1529
*
```

# 4
Entry from OMol25: a cluster of 3 separate species, C4H16N2O in total in a non-equilibrium geometry (ωB97M-V with the def2-TZVPD basis set).

Its LUMO energy is -7.91 eV.

```
! RIJCOSX wB97M-V def2-TZVPD def2/J DEFGRID3
* xyz 2 1
C -2.2481 -0.4130 -1.0354
C -1.4696 0.1248 0.1290
C -0.2316 0.8160 0.0964
C 0.6244 -0.3093 -0.4234
N 1.7026 -0.6188 0.5615
N -2.7367 1.5361 0.8352
H -3.2297 -0.0968 -1.0194
H -2.3809 -1.5117 -1.0145
H -1.6409 0.0742 -1.8817
H -1.5945 -0.3295 1.1497
H -0.0629 1.6636 -0.6111
H 0.1257 1.0690 1.1068
H 1.1563 -0.0040 -1.3613
H 0.1130 -1.2512 -0.8474
H 1.8177 0.3269 0.9311
H 2.7017 -1.0062 0.2765
H 1.2484 -1.1098 1.3553
H -2.5622 2.2845 1.5084
H -2.7510 2.1064 -0.0386
H -3.7605 1.4145 0.9867
H 5.5275 -1.8038 0.3119
H 4.8943 -1.5521 -0.9860
O 4.7570 -1.4098 -0.0298
*
```

# 5
Entry from OMol25: a structure of composition C35H40GeN5O2OsS2SeSi in a non-equilibrium geometry (ωB97M-V with the def2-TZVPD basis set).

Its LUMO energy (spin up / spin down) is -2.80 / -4.59 eV.

```
! RIJCOSX wB97M-V def2-TZVPD def2/J DEFGRID3
* xyz 1 5
Os 0.0130 0.5486 1.3320
N -1.2903 -2.3032 4.2415
C -0.9364 -1.1921 3.5901
S 0.3490 -1.4825 2.3810
N -1.5376 -0.0368 3.8108
N -1.0513 0.9553 3.0207
C -1.2888 2.1264 3.4900
C -0.8644 3.3663 2.8724
C -1.1769 4.5666 3.5284
C -0.9903 5.7958 2.8970
C -0.3077 5.8411 1.7157
C 0.0688 4.6928 1.0604
C -0.3292 3.4868 1.5823
O -0.1968 2.4448 0.7976
H -0.7973 -3.2129 4.1699
H -2.0722 -2.2944 4.8740
H -1.7531 2.1175 4.4399
H -1.4408 4.5674 4.6029
H -1.2214 6.5976 3.5164
H 0.0117 6.8664 1.3009
H 0.6138 4.7830 0.1283
O 1.3280 0.2381 0.0307
Si 1.9114 1.1295 -1.2311
C 2.5483 2.7708 -0.7255
C 2.9712 3.0189 0.5848
C 3.5542 4.2492 0.8798
C 3.7736 5.2081 -0.0884
C 3.2685 5.0667 -1.3389
C 2.5956 3.8769 -1.6671
C 0.5356 1.3519 -2.5178
C 0.4154 0.4163 -3.4897
C -0.6396 0.4668 -4.3802
C -1.5655 1.5345 -4.2635
C -1.3957 2.4779 -3.2678
C -0.3703 2.3664 -2.3564
C 3.3499 0.1157 -1.9316
C 4.0790 0.4877 -3.0679
C 5.3388 -0.0503 -3.3782
C 5.9054 -1.0440 -2.5614
C 5.2543 -1.3531 -1.3864
C 4.0041 -0.7766 -1.0728
H 2.8690 2.3495 1.4018
H 3.8568 4.4232 1.9125
H 4.3256 6.0814 0.1650
H 3.3084 5.8121 -2.1942
H 2.1758 3.7569 -2.6220
H 1.0906 -0.4152 -3.5629
H -0.7959 -0.2616 -5.1809
H -2.3642 1.5833 -5.0161
H -2.0482 3.3170 -3.1583
H -0.2143 3.1674 -1.6434
H 3.8407 1.2733 -3.7479
H 5.8940 0.2767 -4.2055
H 6.8227 -1.5015 -2.8616
H 5.7550 -1.9973 -0.6917
H 3.5338 -1.0776 -0.1529
C -3.8589 -3.7184 -1.4172
Ge -4.4284 -2.5562 0.0299
C -5.5549 -1.2093 -0.9335
C -5.3434 -3.5593 1.4129
C -3.0308 -1.4726 0.8366
Se -2.0471 -0.3286 -0.4619
C -0.8778 -1.7529 -1.1501
H -4.6823 -4.2078 -2.0036
H -3.1200 -4.4353 -1.1109
H -3.2842 -3.0585 -2.0523
H -4.9768 -0.8871 -1.7939
H -5.7412 -0.3722 -0.2600
H -6.4851 -1.6378 -1.3568
H -4.6778 -4.2862 1.8183
H -6.2466 -4.0771 0.9743
H -5.5769 -2.9137 2.2410
H -2.3197 -2.0776 1.4052
H -3.5504 -0.8978 1.5544
H -0.6010 -2.4785 -0.3993
H -0.0191 -1.2239 -1.5380
H -1.3645 -2.1766 -2.0517
S -2.1216 -4.9704 2.2350
C -0.5226 -5.1452 2.0240
N -0.0486 -5.8652 0.9392
C 1.2311 -5.6921 0.4661
C 2.1012 -4.9344 1.1093
C 1.6932 -4.5183 2.3987
N 0.4545 -4.6234 2.8340
H -0.6078 -6.3796 0.3186
H 1.3701 -6.1696 -0.5145
H 3.1227 -4.8167 0.7505
H 2.4011 -4.1311 3.1310
*
```

# 6
Entry from OMol25: a cluster of 2 separate species, C4H8NO3 in total in a non-equilibrium geometry (ωB97M-V with the def2-TZVPD basis set).

Its LUMO energy is 3.88 eV.

```
! RIJCOSX wB97M-V def2-TZVPD def2/J DEFGRID3
* xyz -1 1
C -1.3185 2.3056 -0.1063
C -0.4914 1.8345 -1.2963
O -0.1674 2.7485 -2.0617
N -0.1713 0.5476 -1.5418
H 0.5958 0.5043 -2.1905
H -0.0642 -0.1159 -0.7690
H -0.8299 2.2937 0.8713
H -2.2709 1.7435 0.0329
H -1.6076 3.3273 -0.3191
C 0.0456 -2.7737 2.0731
C 0.7050 -1.6861 1.0896
O 0.6258 -0.4912 1.4563
O 1.0497 -2.1954 0.0133
H 0.8611 -3.4753 2.1755
H -0.6426 -3.3044 1.3581
H -0.6841 -2.5780 2.8539
*
```

# 7
Entry from OMol25: a cluster of 4 separate species, C5H17NO5 in total in a non-equilibrium geometry (ωB97M-V with the def2-TZVPD basis set).

Its LUMO energy is 0.40 eV. The structure (SMILES) is C[C@H](O)CCNC=O.O.O.O.

```
! RIJCOSX wB97M-V def2-TZVPD def2/J DEFGRID3
* xyz 0 1
C -0.7674 -0.7041 -1.1414
N -1.7788 0.1477 -0.6880
C -2.8357 0.7731 -1.1676
O -3.4560 1.4996 -0.3930
C 0.6345 -0.4509 -0.4341
C 1.8989 -0.7256 -1.2337
C 2.0645 -2.2379 -1.0959
O 3.0064 -0.1147 -0.7507
H -1.1000 -1.7763 -0.9179
H -0.6495 -0.6021 -2.3140
H -1.7670 0.2086 0.4159
H -3.2430 0.7072 -2.2046
H 0.8576 -0.9223 0.5256
H 0.6823 0.6787 0.0165
H 2.0687 -0.3704 -2.2849
H 3.1586 -2.3958 -1.2129
H 1.5029 -2.5939 -1.8655
H 1.6553 -2.5902 -0.1231
H 3.0164 0.1087 0.1656
H 1.3705 1.3106 3.0786
H 0.1197 0.6048 2.8071
O 0.4590 1.0494 3.5438
H -1.3805 2.9107 -0.1784
H 0.0323 3.4539 0.0872
O -0.5160 2.7543 0.2053
H -1.9891 -0.9125 2.7351
H -1.6174 0.5571 2.1899
O -1.4270 -0.3675 2.2353
*
```

# 8
Entry from OMol25: an isolated molecule of C3H6INS in a non-equilibrium geometry (ωB97M-V with the def2-TZVPD basis set).

Its LUMO energy (spin up / spin down) is 0.14 / -2.18 eV.

```
! RIJCOSX wB97M-V def2-TZVPD def2/J DEFGRID3
* xyz 0 3
C -0.7626 -1.1530 0.9644
C -0.5971 0.0188 0.0994
C 0.7091 0.3245 -0.5523
N -1.6351 0.7837 -0.2019
S -1.3374 -2.3900 -0.3101
I -3.6561 0.2109 0.0023
H 0.1699 -1.5207 1.3845
H -1.5175 -1.0495 1.7424
H 0.6929 0.0283 -1.6024
H 1.5209 -0.2041 -0.0609
H 0.9020 1.3960 -0.5102
H -1.5249 1.4350 -0.9721
*
```

# 9
Entry from OMol25: an isolated molecule of C3H4F3NO in a non-equilibrium geometry (ωB97M-V with the def2-TZVPD basis set).

Its LUMO energy (spin up / spin down) is -0.22 / -1.10 eV.

```
! RIJCOSX wB97M-V def2-TZVPD def2/J DEFGRID3
* xyz 0 1
C -0.8274 0.4013 -0.1101
C 0.5890 0.2301 -0.8859
C -1.0966 -0.6212 0.8564
N 1.6067 -0.1160 0.0231
O 1.4128 -0.9835 0.8484
F 0.4481 -0.7707 -1.7827
F -1.5435 -1.7991 0.4579
F 1.9046 1.2834 0.6947
H -0.7852 1.3825 0.3569
H -1.5179 0.3634 -0.9545
H 0.8398 1.1459 -1.4309
H -1.0304 -0.5161 1.9268
*
```

# 10
Entry from OMol25: a cluster of 2 separate species, C7H17N in total in a non-equilibrium geometry (ωB97M-V with the def2-TZVPD basis set).

Its LUMO energy is -1.92 eV.

```
! RIJCOSX wB97M-V def2-TZVPD def2/J DEFGRID3
* xyz 0 1
C -0.5493 0.8934 0.0418
C 0.4234 0.2440 1.0697
C 1.8302 0.8705 1.0771
C 1.7525 2.4250 1.0628
C -1.5044 -0.1957 -0.5257
N -2.1330 -0.8722 0.5118
C -2.1075 -2.2800 0.2987
C 0.4189 -1.0440 -2.1923
H -1.0375 1.7137 0.5813
H 0.0259 1.3754 -0.7503
H 0.4529 -0.8120 0.7493
H 0.0158 0.3212 2.0916
H 2.4471 0.6348 0.1835
H 2.4139 0.3936 1.8601
H 2.8003 2.7204 1.1196
H 1.3633 2.7101 0.0961
H 1.2757 2.6917 2.0039
H -0.7185 -0.6592 -1.3105
H -2.2730 0.4283 -1.0205
H -1.1278 -2.8054 0.2653
H -2.6857 -2.7010 -0.5507
H -2.6847 -2.7538 1.1208
H 0.2384 -0.1205 -2.7670
H -0.1102 -1.8938 -2.6371
H 1.4733 -1.2847 -2.3790
*
```

# 11
Entry from OMol25: an isolated molecule of C5H7FIN in a non-equilibrium geometry (ωB97M-V with the def2-TZVPD basis set).

Its LUMO energy (spin up / spin down) is 0.15 / 0.00 eV.

```
! RIJCOSX wB97M-V def2-TZVPD def2/J DEFGRID3
* xyz 0 1
C -0.5535 0.0783 -0.1557
C 0.3676 1.2686 -0.3380
C 0.2500 -0.8417 1.9123
C 1.6962 0.7174 -0.3751
C -1.6111 -0.4258 -1.1663
N -0.5161 -0.6724 0.9032
F 2.5050 0.9088 0.7076
I 2.1922 -0.9127 -1.6177
H -0.0301 1.7136 -1.1667
H 0.1475 1.9930 0.5976
H 1.3870 -0.6872 1.8762
H -0.1240 -1.2645 2.8912
H -2.3852 0.2111 -1.3375
H -2.2582 -1.1849 -0.7444
H -1.0673 -0.9017 -1.9865
*
```

# 12
Entry from OMol25: a structure of composition C4H5IrO4 in a non-equilibrium geometry (ωB97M-V with the def2-TZVPD basis set).

Its LUMO energy (spin up / spin down) is -3.54 / -9.22 eV.

```
! RIJCOSX wB97M-V def2-TZVPD def2/J DEFGRID3
* xyz 1 6
O -1.1068 -2.1801 -1.1559
C -0.2193 -2.7135 -1.9718
O -0.5138 -3.2488 -3.0470
O 1.0234 -2.5529 -1.5526
Ir 0.3292 -1.6976 -0.0156
C 0.1541 2.3467 -0.1950
C -0.5768 2.0151 0.8661
O -0.7101 0.7441 1.3751
C 0.3354 -0.0559 1.6071
H 0.1267 3.3816 -0.5333
H 0.7986 1.6465 -0.7289
H -1.1252 2.7315 1.4792
H 0.1448 -0.7749 2.4124
H 1.3399 0.3582 1.4601
*
```